(1)
{"formula": "C3H5N2", "method": "ωB97M-V/def2-TZVPD", "homo_ev": [-13.63, -13.63], "smiles": "C#C/[NH+]=C/N", "relative_energy_kcal_mol": 126.8, "total_charge": 1, "elements": ["C", "C", "C", "N", "N", "H", "H", "H", "H", "H"], "positions_angstrom": [[2.826, 0.282, -0.490], [1.545, -0.140, 0.105], [-0.824, -0.461, 0.288], [-2.065, -0.106, -0.044], [0.241, 0.301, 0.116], [3.851, 0.074, -0.496], [-0.742, -1.331, 0.952], [-2.873, -0.673, 0.228], [-2.274, 0.726, -0.558], [0.317, 1.328, -0.101]], "mulliken_charge": [-0.40, 0.10, 0.30, -0.29, -0.20, 0.33, 0.34, 0.27, 0.24, 0.31]}

(2)
{"formula": "CH3Br2ClOSi", "method": "ωB97M-V/def2-TZVPD", "homo_ev": [-8.71, -8.71], "relative_energy_kcal_mol": 94.8, "elements": ["C", "O", "Si", "Cl", "Br", "Br", "H", "H", "H"], "positions_angstrom": [[-0.940, 1.840, 0.679], [-0.983, 0.586, 0.089], [-3.388, -0.090, 0.517], [-3.733, 0.298, 2.401], [-4.110, 1.347, -0.968], [-3.614, -2.100, -0.210], [-0.207, 2.003, 1.566], [-1.958, 2.242, 0.850], [-0.388, 2.426, -0.090]], "mulliken_charge": [-0.44, -0.55, 0.77, -0.10, -0.12, -0.12, 0.19, 0.16, 0.21]}

(3)
{"formula": "C7H14N2", "method": "ωB97M-V/def2-TZVPD", "homo_ev": [-14.75, -15.02], "multiplicity": 2, "relative_energy_kcal_mol": 0.0, "total_charge": 1, "elements": ["C", "C", "H", "H", "H", "H", "H", "H", "C", "C", "C", "C", "C", "N", "N", "H", "H", "H", "H", "H", "H", "H", "H"], "positions_angstrom": [[-3.344, 2.199, -0.689], [-2.128, 2.621, 0.137], [-3.183, 2.308, -1.764], [-3.654, 1.189, -0.448], [-4.183, 2.861, -0.492], [-2.290, 2.397, 1.188], [-1.250, 2.037, -0.171], [-1.891, 3.675, 0.051], [2.078, -1.270, -1.150], [2.857, -2.376, -0.378], [1.045, -0.751, -0.257], [-0.293, -1.276, -0.115], [0.097, 0.336, 1.278], [1.235, 0.224, 0.634], [-0.853, -0.575, 0.853], [2.693, -0.431, -1.482], [1.618, -1.740, -2.013], [2.269, -3.291, -0.372], [-0.795, -2.016, -0.715], [-0.177, 1.113, 1.972], [-1.738, -0.803, 1.287], [2.969, -2.114, 0.678], [3.847, -2.511, -0.795]], "mulliken_charge": [-0.94, -0.53, 0.29, 0.26, 0.32, 0.20, 0.07, 0.38, -0.35, -1.11, 0.66, -0.38, -0.39, -0.40, 0.05, 0.33, 0.32, 0.35, 0.43, 0.48, 0.26, 0.37, 0.34]}

(4)
{"formula": "C54H40AsCl4IInO2P2", "method": "ωB97M-V/def2-TZVPD", "homo_ev": [-8.47, -8.47], "total_charge": 1, "elements": ["In", "Cl", "C", "C", "Cl", "C", "Cl", "C", "O", "C", "O", "C", "Cl", "I", "C", "C", "C", "C", "C", "C", "C", "C", "C", "P", "C", "C", "C", "C", "C", "C", "C", "C", "C", "C", "C", "C", "C", "H", "H", "H", "H", "H", "H", "H", "H", "H", "H", "H", "H", "H", "H", "H", "H", "C", "C", "As", "C", "C", "C", "C", "C", "C", "C", "C", "C", "C", "C", "C", "P", "C", "C", "C", "C", "C", "C", "C", "C", "C", "C", "C", "C", "H", "H", "H", "H", "H", "H", "H", "H", "H", "H", "H", "H", "H", "H", "H", "H", "H", "H", "H", "H", "H", "H", "H", "H"], "positions_angstrom": [[13.636, 18.549, 10.561], [9.484, 12.961, 10.336], [10.030, 14.572, 10.560], [9.259, 15.570, 11.187], [7.611, 15.337, 11.446], [9.834, 16.823, 11.554], [8.961, 18.002, 12.420], [11.104, 17.132, 11.085], [11.695, 18.247, 11.385], [11.807, 16.244, 10.217], [12.957, 16.562, 9.764], [11.233, 14.957, 9.942], [12.288, 13.850, 9.098], [19.363, 11.886, 12.600], [19.883, 9.928, 12.060], [21.161, 9.975, 11.559], [21.990, 8.824, 11.614], [21.573, 7.669, 12.166], [20.189, 7.486, 12.496], [19.675, 6.257, 12.932], [18.289, 6.112, 13.030], [17.396, 7.223, 12.899], [17.933, 8.484, 12.711], [16.707, 9.790, 12.657], [16.145, 9.784, 10.931], [15.110, 10.611, 10.462], [14.824, 10.840, 9.124], [15.633, 10.190, 8.224], [16.566, 9.267, 8.632], [16.792, 8.959, 9.975], [15.146, 9.488, 13.568], [14.973, 10.329, 14.716], [13.730, 10.368, 15.313], [12.732, 9.472, 14.946], [12.890, 8.693, 13.822], [14.057, 8.731, 13.039], [19.345, 8.658, 12.487], [21.606, 10.877, 11.199], [22.929, 8.849, 11.163], [22.357, 6.916, 12.420], [20.311, 5.402, 13.056], [17.829, 5.144, 13.291], [16.385, 7.034, 12.931], [14.510, 11.075, 11.242], [14.000, 11.426, 8.775], [15.524, 10.312, 7.146], [17.017, 8.696, 7.841], [17.521, 8.256, 10.319], [15.861, 10.816, 15.140], [13.494, 11.071, 16.124], [11.731, 9.388, 15.463], [12.052, 8.167, 13.433], [14.197, 8.153, 12.142], [15.666, 22.069, 10.628], [16.979, 22.790, 10.246], [16.756, 24.216, 8.819], [17.294, 25.754, 10.014], [18.361, 26.693, 9.719], [18.794, 27.573, 10.745], [18.166, 27.524, 11.996], [17.113, 26.598, 12.288], [16.701, 25.756, 11.270], [18.532, 23.877, 8.098], [19.742, 24.220, 8.711], [20.976, 23.950, 8.061], [20.964, 23.267, 6.838], [19.752, 22.946, 6.240], [18.577, 23.352, 6.797], [15.656, 20.297, 10.924], [16.913, 19.688, 9.722], [16.455, 19.292, 8.483], [17.415, 18.973, 7.468], [18.769, 18.983, 7.702], [19.160, 19.409, 8.984], [18.253, 19.810, 9.952], [16.268, 20.107, 12.604], [15.731, 20.894, 13.609], [16.246, 20.963, 14.926], [17.301, 20.072, 15.152], [17.755, 19.176, 14.189], [17.232, 19.120, 12.912], [14.903, 22.250, 9.858], [15.165, 22.609, 11.485], [17.776, 22.050, 10.061], [17.321, 23.405, 11.056], [18.695, 26.862, 8.678], [19.560, 28.298, 10.532], [18.279, 28.217, 12.757], [16.714, 26.450, 13.267], [15.783, 25.082, 11.439], [19.769, 24.666, 9.705], [21.862, 24.269, 8.546], [21.850, 22.764, 6.361], [19.693, 22.408, 5.260], [17.654, 23.273, 6.246], [15.395, 19.225, 8.237], [16.942, 18.886, 6.485], [19.478, 18.616, 6.967], [20.192, 19.413, 9.212], [18.654, 20.131, 10.977], [14.790, 21.438, 13.264], [15.888, 21.653, 15.653], [17.917, 20.151, 16.010], [18.423, 18.347, 14.566], [17.564, 18.379, 12.184]], "mulliken_charge": [1.19, -0.17, 0.00, 0.48, -0.18, -0.19, -0.17, 0.69, -0.95, 0.60, -0.93, -0.11, -0.10, 0.03, -0.68, -0.72, -0.56, -0.81, 0.76, -0.82, -0.66, -0.37, 0.82, -0.26, 0.54, -0.27, -0.59, -0.38, -0.72, -0.50, 0.46, -0.51, -0.48, -0.40, -0.75, -0.12, 0.86, 0.41, 0.45, 0.31, 0.41, 0.36, 0.51, 0.41, 0.32, 0.34, 0.38, 0.42, 0.35, 0.35, 0.30, 0.37, 0.44, -0.86, -1.04, 0.12, 0.26, -0.32, -0.63, -0.58, -0.67, 0.03, 0.25, -0.05, -0.77, -0.47, -0.40, -0.53, 0.42, 1.28, -0.81, -0.69, -0.87, -0.72, -0.11, 0.74, -0.31, -0.90, -0.42, -0.62, -0.50, 0.63, 0.36, 0.32, 0.66, 0.44, 0.44, 0.43, 0.43, 0.24, 0.56, 0.45, 0.31, 0.37, 0.37, 0.16, 0.38, 0.48, 0.49, 0.44, 0.31, 0.47, 0.43, 0.33, 0.56]}

(5)
{"formula": "C4H6N2O", "method": "ωB97M-V/def2-TZVPD", "homo_ev": -7.66, "relative_energy_kcal_mol": 63.4, "elements": ["N", "C", "C", "N", "C", "O", "C", "H", "H", "H", "H", "H", "H"], "positions_angstrom": [[-2.060, 0.682, -0.407], [-0.751, 0.196, -0.138], [-0.403, -1.099, -0.248], [0.979, -1.226, -0.166], [1.641, -0.044, -0.038], [2.823, 0.021, 0.209], [0.542, 0.999, 0.142], [-2.755, -0.054, -0.277], [-2.334, 1.467, 0.168], [-0.994, -1.997, -0.370], [1.534, -2.050, -0.041], [1.325, 1.049, 1.322], [0.453, 2.055, -0.156]], "mulliken_charge": [-0.55, 0.66, -0.69, -0.04, 0.21, -0.64, -0.67, 0.25, 0.26, 0.36, 0.21, 0.24, 0.41]}

no.,electronic energy (eV)
1,-6160.393
2,-163619.163
3,-10458.083
4,-203510.529
5,-9270.751